No. 1
117
Properties=species:S:1:pos:R:3:forces:R:3 method="wB97M-V/def2-TZVPD" spin_multiplicity=3 homo_energy_ev="-7.9 / -8.1" e_above_lowest_kj_mol=77.0 e_tot_ha=-5048.295921 homo_lumo_gap_ev="4.7 / 4.9" charge=+1 s2=2.012
Sb 2.760 1.436 2.566 0.3 0.3 0.0
Sb 0.290 2.701 2.047 0.2 0.1 -0.1
Ni -0.558 1.131 0.229 0.1 -0.8 -0.3
F -3.763 -2.119 0.086 0.1 -0.1 0.0
F -4.565 -1.799 -3.706 0.0 0.0 0.0
F -2.019 -3.357 0.499 -0.1 -0.1 -0.1
F -3.573 -3.134 1.984 -0.2 -0.2 0.1
O -1.687 -0.501 0.706 -0.4 -0.4 0.5
O -0.503 0.137 -1.665 -0.3 0.3 0.0
O 2.393 -1.721 0.772 0.0 0.3 0.2
O -2.051 -1.194 2.844 0.1 0.1 -0.2
O 1.196 0.161 0.543 0.2 -0.4 0.2
N -4.016 -4.564 -4.188 0.0 -0.1 0.1
N -2.306 2.100 -0.312 -0.4 -0.3 -0.4
N -4.749 -6.172 -5.989 -0.1 0.1 0.3
N -7.214 1.334 -2.329 0.2 0.0 0.1
N 0.161 -3.859 -1.819 0.1 0.0 -0.1
C 3.829 2.577 4.021 0.1 0.1 0.1
C -0.344 -1.093 -1.575 -0.1 0.0 0.0
C 3.912 3.962 3.870 0.1 -0.1 0.1
C -2.466 -1.493 -2.754 0.0 0.3 0.1
C -0.993 -3.353 -2.401 0.1 -0.1 0.1
C 4.366 0.897 1.318 0.0 -0.1 -0.1
C 6.534 0.320 -0.312 -0.1 0.0 0.0
C 4.563 4.740 4.823 0.0 -0.1 0.0
C 5.613 0.656 1.887 0.0 0.0 -0.1
C 5.288 0.572 -0.876 0.0 0.0 0.1
C -5.855 -5.212 -5.632 0.2 0.0 0.0
C -2.131 -1.269 1.634 0.4 0.7 -0.2
C 1.936 0.003 3.876 0.1 0.0 -0.1
C 0.464 4.541 4.505 0.0 0.1 -0.1
C 3.024 5.251 -0.721 -0.1 0.0 0.1
C 0.420 5.741 5.207 0.0 0.0 -0.1
C -4.861 1.785 -1.314 -0.4 -0.1 -0.2
C 4.197 0.860 -0.063 0.2 0.0 0.0
C -5.227 -4.057 -4.839 0.2 -0.2 0.0
C -0.049 5.721 2.462 0.1 0.0 0.3
C -2.891 -2.482 1.058 0.0 0.1 -0.2
C 1.997 -5.525 -2.292 0.1 0.0 0.1
C 1.497 -1.069 0.256 0.0 0.4 0.0
C -0.097 6.919 3.168 0.0 -0.1 0.1
C 0.556 -5.241 -2.013 -0.1 0.2 0.1
C 0.665 -1.738 -0.802 -0.1 0.0 0.0
C 5.137 4.139 5.936 0.0 0.0 0.0
C -3.331 1.837 0.500 0.0 0.1 0.0
C -3.368 -2.321 -3.342 -0.2 -0.1 0.0
C 0.984 -5.669 -3.386 0.0 0.0 -0.2
C 5.069 2.760 6.093 0.0 0.0 -0.1
C 0.901 0.801 4.681 -0.4 -0.2 -0.1
C -1.901 -4.178 -3.068 0.0 -0.2 0.0
C 1.409 3.709 0.268 0.3 0.2 0.1
C 2.127 3.481 -2.063 -0.1 0.0 0.1
C 4.418 1.983 5.142 -0.1 0.1 -0.1
C 0.249 4.528 3.127 -0.4 0.2 0.0
C -4.626 1.671 0.045 -0.1 0.0 0.2
C -4.254 -5.885 -3.612 -0.1 0.2 0.0
C -3.111 -3.687 -3.531 -0.1 0.0 -0.1
C -0.213 1.368 3.782 0.7 0.4 0.4
C 2.254 4.821 0.357 0.1 -0.1 -0.1
C -6.183 1.541 -1.866 0.2 0.1 0.1
C 0.883 -3.062 -0.993 -0.1 -0.4 0.0
C -2.554 2.263 -1.615 0.1 0.2 0.0
C 0.144 6.929 4.539 0.0 -0.1 0.0
C -3.813 2.118 -2.162 0.0 0.1 -0.2
C 6.696 0.361 1.067 0.0 0.0 0.0
C -1.263 -1.992 -2.270 0.2 0.1 -0.1
C 1.365 3.065 -0.972 0.0 0.3 0.1
C -4.281 -6.903 -4.753 0.0 0.1 -0.1
C 2.966 4.577 -1.936 0.0 0.0 0.0
H 2.071 2.942 -3.006 0.0 0.0 0.1
H 2.710 -0.446 4.496 0.0 0.0 0.0
H -5.972 -3.669 -4.144 -0.1 0.0 0.1
H 5.163 0.551 -1.953 0.0 0.0 0.0
H -0.915 1.974 4.361 -0.1 -0.1 0.1
H -4.955 -3.254 -5.516 0.0 0.1 0.0
H 7.668 0.172 1.506 0.0 0.0 0.0
H 7.383 0.098 -0.949 -0.1 0.0 0.0
H 2.321 5.380 1.286 0.0 0.0 0.0
H 0.111 7.863 5.088 0.0 -0.1 0.0
H 5.524 2.288 6.957 0.0 0.0 0.0
H 4.367 0.907 5.284 0.0 0.1 0.0
H 0.474 0.128 5.434 0.0 0.0 0.0
H -3.965 -5.622 -6.331 0.2 0.1 -0.1
H 0.740 2.192 -1.141 -0.1 -0.2 0.0
H 3.468 4.443 3.005 0.0 0.0 0.0
H 0.977 -4.909 -4.160 0.0 0.0 0.1
H -6.579 -5.779 -5.056 0.0 -0.1 0.0
H -0.752 0.561 3.295 -0.1 -0.1 0.0
H 0.681 3.619 5.035 0.0 0.1 -0.1
H 0.715 -6.664 -3.720 0.0 0.1 0.1
H 3.227 1.062 -0.503 0.1 0.0 0.1
H -4.973 -7.720 -4.565 0.0 0.0 0.0
H -5.426 1.433 0.733 0.0 0.0 0.0
H 0.012 -5.950 -1.402 -0.1 0.0 0.0
H -3.296 -7.308 -4.974 0.0 0.0 0.0
H -3.975 2.243 -3.225 0.0 0.0 0.1
H 2.669 -4.678 -2.343 0.0 -0.1 0.0
H 3.568 4.906 -2.775 0.0 0.0 0.0
H -3.093 1.732 1.551 0.0 -0.1 0.0
H 5.635 4.745 6.685 0.0 0.0 -0.1
H -2.708 -0.448 -2.600 0.1 -0.1 0.0
H 4.614 5.816 4.697 0.0 0.0 0.0
H -5.026 -6.822 -6.718 -0.1 -0.1 -0.1
H 1.673 -3.543 -0.431 0.1 0.0 -0.1
H -6.332 -4.861 -6.540 0.0 0.0 -0.1
H -1.700 2.510 -2.235 0.0 -0.1 0.0
H -5.200 -5.902 -3.059 0.0 0.0 0.0
H -0.316 7.844 2.647 0.0 -0.1 0.0
H 0.599 5.745 6.277 0.0 0.0 -0.1
H 1.396 1.598 5.241 0.1 0.0 0.0
H 3.670 6.118 -0.615 -0.1 -0.1 0.0
H -0.234 5.719 1.395 0.0 0.0 0.0
H -1.648 -5.222 -3.205 0.0 0.1 0.0
H 5.751 0.703 2.962 0.0 0.0 -0.1
H -3.478 -6.157 -2.908 0.1 0.0 0.1
H 2.425 -6.415 -1.850 0.0 0.0 0.0
H 1.481 -0.769 3.260 -0.1 -0.1 0.0

***

No. 2
87
Properties=species:S:1:pos:R:3:forces:R:3 method="wB97M-V/def2-TZVPD" homo_energy_ev=-9.0 e_above_lowest_kj_mol=197.3 e_tot_ha=-1900.776684 homo_lumo_gap_ev=9.2 charge=0 smiles=COC[C@H](C)N.OCCO.OCCO.OCCO.OCCO.OCCO.OCCO.OCCO
O 6.303 16.026 9.893 -0.2 -0.5 0.0
O 9.446 16.940 8.918 -0.4 -0.9 -1.2
O 9.137 9.329 11.514 -0.4 -1.1 -1.8
O 8.714 12.912 13.665 0.2 0.0 -0.8
O 12.026 6.805 11.953 -1.2 0.2 2.8
O 7.004 10.802 10.788 -0.8 1.2 -1.0
O 11.687 7.991 9.632 1.2 1.2 -0.9
O 12.728 10.993 9.964 0.0 -0.1 -0.2
O 13.386 13.580 11.312 0.3 0.2 -1.0
O 10.834 15.346 6.627 -1.6 -1.6 1.1
O 6.610 13.352 9.578 -0.2 1.0 -0.8
O 10.830 12.722 11.738 -1.1 -0.9 -0.5
O 13.857 10.942 12.661 -0.4 1.9 1.8
O 12.576 10.478 16.054 0.7 0.6 -2.0
O 9.567 15.621 15.821 -0.4 2.0 1.4
N 8.960 10.781 15.746 -0.3 0.1 0.0
C 11.355 11.133 15.976 -0.4 1.3 -0.3
C 10.239 10.174 15.545 1.5 -0.2 0.6
C 11.309 10.860 10.025 0.6 2.4 0.3
C 8.286 8.922 10.383 2.3 1.3 -0.3
C 8.905 16.615 7.596 1.2 0.3 0.3
C 12.974 6.533 11.040 -0.3 -1.4 -2.5
C 10.639 12.230 10.415 -0.3 -2.2 -0.1
C 7.640 10.142 9.704 -0.1 -0.9 1.0
C 8.926 14.255 14.027 1.1 -0.2 1.2
C 9.114 14.336 15.576 0.1 -0.9 -2.3
C 9.956 16.471 6.513 0.1 0.6 -1.0
C 10.482 9.636 14.149 1.6 -0.8 -0.5
C 12.338 6.721 9.658 0.6 0.8 0.6
C 14.073 12.302 13.305 -0.5 0.0 -2.5
C 12.976 9.923 17.227 -0.6 -1.2 1.1
C 14.499 13.222 12.115 -0.4 -1.3 0.6
C 6.957 15.313 10.942 -1.5 0.7 0.9
C 7.465 13.993 10.528 2.1 -0.8 -0.1
H 9.409 12.780 13.001 -0.1 -0.7 -0.2
H 9.701 8.960 13.746 0.3 0.6 0.4
H 13.798 9.280 16.982 0.4 -0.6 0.0
H 8.569 9.810 12.103 -0.6 0.5 0.5
H 10.303 14.504 6.886 1.2 2.2 -0.8
H 8.225 17.442 7.346 0.1 -0.4 0.1
H 9.591 11.934 10.375 -0.2 0.8 -0.4
H 7.569 8.197 10.711 -0.8 -0.1 0.3
H 8.157 14.902 13.659 -0.9 0.4 0.0
H 8.417 15.640 7.516 -0.7 0.0 0.8
H 9.851 14.630 13.548 -0.2 -0.1 0.4
H 10.167 16.309 9.089 -0.3 0.3 0.0
H 11.428 7.486 11.654 -0.2 0.6 -0.4
H 10.567 17.366 6.404 0.4 -0.1 0.5
H 7.739 15.945 11.343 0.2 -0.1 0.3
H 8.276 10.879 9.149 -0.1 -1.0 0.4
H 11.093 10.124 10.763 -0.7 -0.7 0.2
H 8.879 16.258 16.115 0.5 -1.0 -0.3
H 8.241 13.926 16.077 -0.3 0.6 0.3
H 8.927 8.416 9.644 0.1 0.1 0.4
H 6.919 9.666 9.030 -0.2 0.5 -0.3
H 13.180 5.485 11.113 0.4 -1.0 0.1
H 9.916 13.638 15.823 0.1 0.1 0.0
H 11.514 11.925 15.207 -0.3 -0.4 0.2
H 6.967 16.557 9.460 0.3 0.3 -0.2
H 13.118 12.774 13.685 0.9 -1.0 0.0
H 6.227 14.040 8.936 0.9 -1.2 1.7
H 7.652 13.325 11.432 -0.7 0.7 -1.2
H 12.996 6.509 8.830 0.6 0.5 -0.4
H 12.160 9.323 17.674 0.4 0.1 0.1
H 11.678 13.130 11.726 1.5 0.7 0.3
H 13.663 13.392 10.386 -0.7 0.2 0.9
H 15.077 14.063 12.385 0.1 1.4 1.1
H 11.115 11.709 16.902 -0.1 -0.7 -0.3
H 9.444 16.473 5.536 -0.2 -0.5 0.2
H 6.227 15.078 11.717 -0.4 0.7 0.1
H 15.196 12.744 11.474 0.7 -1.3 -0.4
H 10.646 10.513 13.531 -0.4 0.1 -0.7
H 13.920 6.996 11.177 0.9 1.2 0.1
H 13.321 10.458 13.319 0.3 0.0 -0.4
H 8.501 14.224 10.178 -0.5 -0.8 -0.7
H 12.960 11.055 10.898 0.8 -0.1 0.3
H 6.571 11.587 10.372 0.3 -0.6 0.7
H 13.340 10.629 17.950 0.0 0.7 0.5
H 10.353 9.343 16.231 -0.3 -0.3 0.4
H 8.723 11.347 14.935 -0.1 0.1 0.1
H 8.345 9.995 15.764 -1.0 -0.2 0.1
H 10.991 12.920 9.650 -0.4 0.5 0.0
H 11.559 6.014 9.536 -1.0 -0.8 0.2
H 10.971 10.653 9.005 -0.2 -0.4 0.3
H 11.462 9.051 14.050 -1.2 0.6 0.4
H 14.864 12.245 14.056 -0.3 -0.1 0.0
H 12.350 8.737 9.492 -1.0 -1.4 0.3